The following is a quantum chemistry calculation of an isolated molecule of C18H29NO2, from the OMol25 dataset.

Each line ends with the natural charge from an NBO analysis.
Element x y z (Å)
C (5.72, 1.08, 2.30)  -0.4117
C (5.11, 1.87, 1.43)  0.0512
C (5.75, 3.14, 0.94)  -0.6502
H (6.79, 3.20, 1.27)  0.2177
H (5.22, 4.00, 1.34)  0.2182
H (5.73, 3.20, -0.14)  0.2109
C (3.76, 1.52, 0.87)  -0.2538
C (2.78, 2.69, 0.88)  -0.3921
C (1.38, 2.20, 0.52)  -0.4305
C (1.40, 1.32, -0.70)  0.0171
C (2.51, 0.78, -1.17)  -0.1868
C (3.86, 0.98, -0.56)  -0.4275
H (4.41, 0.03, -0.56)  0.2173
H (4.44, 1.68, -1.18)  0.2055
H (2.49, 0.15, -2.05)  0.1975
C (0.05, 1.06, -1.33)  -0.2364
N (-0.85, 0.46, -0.36)  -0.4531
C (-0.47, -0.88, 0.04)  -0.2318
C (-0.79, -1.96, -1.01)  -0.4193
H (-0.57, -2.94, -0.60)  0.2312
H (-0.18, -1.81, -1.90)  0.2019
C (-2.27, -1.89, -1.41)  -0.3272
C (-3.16, -2.39, -0.28)  0.8090
O (-2.77, -2.98, 0.69)  -0.6100
O (-4.45, -2.14, -0.54)  -0.5173
C (-5.39, -2.56, 0.45)  -0.0748
C (-5.50, -1.55, 1.58)  -0.6351
H (-6.27, -1.86, 2.28)  0.2170
H (-5.75, -0.57, 1.19)  0.2092
H (-4.55, -1.49, 2.11)  0.2230
H (-5.09, -3.54, 0.84)  0.1983
H (-6.34, -2.65, -0.09)  0.1887
C (-2.64, -0.46, -1.83)  -0.4156
C (-2.25, 0.52, -0.71)  -0.2114
H (-2.49, 1.54, -1.01)  0.2007
H (-2.82, 0.28, 0.19)  0.1894
H (-3.71, -0.39, -2.02)  0.2272
H (-2.11, -0.21, -2.74)  0.2037
H (-2.46, -2.57, -2.26)  0.2364
H (0.60, -0.89, 0.25)  0.2122
H (-1.01, -1.12, 0.96)  0.2071
H (-0.39, 2.02, -1.63)  0.1994
H (0.18, 0.45, -2.24)  0.1661
H (0.71, 3.04, 0.34)  0.2111
H (0.95, 1.63, 1.35)  0.2206
H (3.09, 3.43, 0.14)  0.1969
H (2.76, 3.17, 1.86)  0.2101
H (3.33, 0.72, 1.49)  0.2059
H (5.27, 0.17, 2.66)  0.1925
H (6.70, 1.30, 2.69)  0.1914

ΔE to the lowest compared entry with this formula, charge and spin: 45.2 kJ/mol
frontier orbital gap: 9.06 eV
E: -908.5045 Eh
lowest unoccupied orbital energy: 0.87 eV
E_HOMO: -8.19 eV

---

The following is a quantum chemistry calculation of a cluster of 5 separate species, C24H36BN2O16 in total, from the OMol25 dataset.

Each line ends with the Mulliken charge.
Element x y z (Å)
C (0.63, -2.38, 3.34)  -1.3626
C (1.28, -1.51, 2.27)  0.0705
O (1.72, -2.27, 1.10)  -0.0992
B (2.21, -1.52, 0.12)  0.5445
O (2.25, -1.92, -1.19)  -0.8929
N (2.76, -0.09, 0.39)  0.8774
C (4.04, 0.01, 0.64)  -0.0485
C (4.56, 1.29, 0.91)  -0.8022
C (3.70, 2.36, 0.88)  -0.5375
C (2.34, 2.07, 0.56)  0.4717
C (1.33, 3.24, 0.53)  -0.6503
C (0.15, 2.80, -0.34)  0.5346
O (-0.74, 2.09, 0.06)  -0.4587
O (0.07, 3.25, -1.66)  -0.4893
N (1.88, 0.88, 0.31)  -0.4864
H (0.54, -1.75, 4.26)  0.4612
H (-0.38, -2.73, 3.10)  0.2508
H (1.31, -3.21, 3.58)  0.3954
H (2.14, -1.01, 2.73)  0.1686
H (0.53, -0.78, 1.94)  0.2929
H (1.37, -1.88, -1.58)  0.3061
H (4.70, -0.85, 0.66)  0.5411
H (5.62, 1.42, 1.13)  0.4383
H (4.03, 3.37, 1.09)  0.5017
H (0.97, 3.32, 1.57)  0.3082
H (1.81, 4.15, 0.17)  0.4876
H (0.50, 2.60, -2.24)  0.3439
C (-4.72, 4.54, 0.34)  -1.2697
C (-3.78, 5.59, -0.20)  0.5834
C (-2.41, 5.09, -0.58)  -0.2127
O (-1.62, 6.28, -0.47)  -0.3483
C (-2.22, 7.06, 0.48)  0.6036
O (-1.73, 8.03, 0.95)  -0.5200
O (-3.44, 6.57, 0.80)  -0.4053
H (-5.34, 4.13, -0.46)  0.3767
H (-4.18, 3.70, 0.78)  0.1718
H (-5.37, 4.95, 1.10)  0.3742
H (-4.25, 6.13, -1.03)  0.3108
H (-2.37, 4.69, -1.59)  0.3746
H (-2.00, 4.36, 0.12)  -0.0724
C (-2.87, 2.52, 4.10)  -1.2662
C (-2.86, 1.02, 4.34)  0.5843
C (-3.52, 0.58, 5.62)  -0.6287
O (-2.88, -0.68, 5.85)  -0.3206
C (-1.64, -0.60, 5.30)  0.5895
O (-0.78, -1.40, 5.47)  -0.5726
O (-1.53, 0.51, 4.53)  -0.3523
H (-3.73, 2.80, 3.49)  0.3221
H (-2.93, 3.08, 5.03)  0.3658
H (-1.96, 2.83, 3.58)  0.2596
H (-3.28, 0.50, 3.47)  0.2842
H (-4.60, 0.45, 5.52)  0.3183
H (-3.30, 1.23, 6.46)  0.3538
C (4.34, -4.45, -1.09)  -1.0569
C (4.51, -5.02, -2.48)  0.5840
C (3.28, -4.96, -3.35)  -0.4691
O (3.53, -6.02, -4.28)  -0.3478
C (4.29, -6.94, -3.63)  0.5447
O (4.53, -8.03, -4.03)  -0.4984
O (4.75, -6.44, -2.44)  -0.4045
H (4.65, -3.40, -1.07)  0.1577
H (3.30, -4.48, -0.77)  0.1923
H (4.93, -5.00, -0.36)  0.4270
H (5.38, -4.56, -2.97)  0.2668
H (3.17, -4.01, -3.87)  0.2685
H (2.36, -5.18, -2.81)  0.3261
C (-2.96, -2.14, -5.52)  -1.3634
C (-2.41, -1.91, -4.12)  0.5235
C (-1.06, -1.26, -4.07)  -0.6268
O (-0.58, -1.69, -2.79)  -0.2708
C (-1.17, -2.90, -2.54)  0.5612
O (-0.85, -3.62, -1.66)  -0.5000
O (-2.14, -3.15, -3.44)  -0.3583
H (-3.59, -1.31, -5.82)  0.3585
H (-2.16, -2.23, -6.25)  0.3413
H (-3.54, -3.06, -5.56)  0.3544
H (-3.15, -1.36, -3.52)  0.2949
H (-1.10, -0.17, -4.12)  0.2913
H (-0.37, -1.63, -4.83)  0.3327

ΔE to the lowest compared entry with this formula, charge and spin: 36.1 kJ/mol
frontier orbital gap: 7.50 eV
E: -2274.2100 Eh
charge: +1
lowest unoccupied orbital energy: -4.94 eV
E_HOMO: -12.44 eV

---

The following is a quantum chemistry calculation of a cluster of 2 separate species, CH4N2O2S in total, from the OMol25 dataset.

Each line ends with the natural charge from an NBO analysis.
Element x y z (Å)
C (-1.46, 0.98, -0.37)  0.3763
N (-1.99, -1.27, 0.43)  0.4056
N (-1.61, 1.49, 0.78)  -0.6724
O (-2.23, -2.34, 0.01)  -0.1956
O (-1.73, -0.33, -0.73)  -0.4563
S (1.58, -0.71, 0.30)  -0.3118
H (-1.31, 1.59, -1.23)  0.1803
H (-2.09, 0.93, 1.46)  0.3592
H (1.05, 0.32, -0.50)  0.1508
H (1.39, 0.17, 1.38)  0.1639

ΔE to the lowest compared entry with this formula, charge and spin: 333.1 kJ/mol
frontier orbital gap: 8.93 eV
E: -698.5484 Eh
lowest unoccupied orbital energy: -0.92 eV
E_HOMO: -9.85 eV

---

The following is a quantum chemistry calculation of a structure of composition C3H6S3, from the OMol25 dataset.

Each line ends with the natural charge from an NBO analysis.
Element x y z (Å)
C (-0.68, -0.14, -0.44)  -0.3340
C (0.40, -0.77, 0.31)  -0.4603
C (-0.03, 0.64, 0.61)  -0.3795
H (-3.24, 0.66, 0.67)  0.1537
H (-0.25, 0.09, -1.55)  0.2545
H (0.02, -1.35, 1.01)  0.2398
H (2.77, -1.82, 1.22)  0.1866
H (-0.72, 0.70, 1.41)  0.2334
H (2.48, 1.13, -0.49)  0.0809
S (-2.40, -0.75, -0.09)  -0.0415
S (1.92, -1.36, -0.15)  0.1042
S (0.53, 2.25, -0.08)  -0.0378

ΔE to the lowest compared entry with this formula, charge and spin: 763.6 kJ/mol
frontier orbital gap: 7.23 eV
E: -1312.1693 Eh
lowest unoccupied orbital energy: -1.49 eV
E_HOMO: -8.72 eV